[1]
This record from the OMol25 dataset describes the molecule C6H6N4O at a distorted geometry. The level of theory is wB97M-V/def2-TZVPD.

Atoms and positions in Å:
O -2.43146 -0.96099 0.16132
C -1.50693 -0.00701 0.06330
C -1.40995 1.31897 0.15694
C -0.14366 2.15026 0.14417
N 1.13065 2.10034 0.05857
N 2.15895 1.13079 -0.08800
C 1.50799 -0.02184 0.03803
N 2.21777 -1.17229 0.30975
N 1.50373 -2.36591 0.15166
C 0.29832 -2.02639 -0.09732
C 0.04149 -0.60356 -0.28332
H -3.17730 -0.41134 -0.06329
H -2.35948 2.02921 0.36788
H -0.52470 3.27330 0.30667
H 3.16566 -1.36823 0.42299
H -0.36219 -2.77324 -0.24675
H -0.10888 -0.29209 -1.40260

Cartesian forces, eV/Å:
0.0606 0.8334 -0.3486
6.1295 -0.0015 0.7237
-2.6085 1.4823 0.8228
-0.8824 2.2083 0.0874
0.3570 1.7904 -0.1639
-4.5130 -2.1410 0.6939
1.7399 -0.6315 -0.0014
-2.2866 -0.6904 -0.6357
-0.2153 1.1906 0.4220
1.8043 0.8442 -0.1415
-1.4052 2.3085 -1.9160
-1.6668 -0.4037 0.0767
2.1225 -1.9415 -0.5718
1.0495 -2.2952 -0.3591
1.6845 0.7280 0.2162
-2.3503 -2.1792 -0.3759
0.9802 -1.1020 1.4711

Calculated values
SMILES string ... OC1=CC=NN=C2NN=C[C@@H]12
ΔE to the lowest compared entry with this formula, charge and spin ... 147.2 kcal/mol
Orbital gap ... 8.27 eV
LUMO ... 0.12 eV
Max |F| ... 0.120 Eh/bohr

[2]
This record from the OMol25 dataset describes a structure of composition C7H7NO5Pt at a distorted geometry. The level of theory is wB97M-V/def2-TZVPD.

Atoms and positions in Å:
Pt 0.42456 -0.99243 -2.34132
O 0.37427 2.05455 -3.53629
C 0.37979 1.02617 -3.06944
C 2.13963 -1.67746 -1.61203
O 3.01966 -2.10902 -0.97328
C -1.35513 -1.67755 -1.65919
O -2.27758 -2.13583 -1.10343
C 0.37777 -1.79573 -3.95022
O 0.30738 -2.31354 -5.01184
C 1.02954 0.92987 2.23502
N -0.32043 0.74905 1.78725
C -1.42421 1.07218 2.67773
C -0.59062 0.26659 0.55404
O 0.33249 -0.07934 -0.22524
H 0.99268 1.33456 3.23697
H 1.61026 1.65231 1.61872
H 1.62439 -0.00963 2.29766
H -2.04122 1.85202 2.24539
H -2.00541 0.18589 2.92673
H -0.94112 1.45772 3.61122
H -1.65670 0.20962 0.29155

Cartesian forces, eV/Å:
-0.4282 1.7192 1.5917
-0.0170 -1.4714 0.5776
0.1079 1.6478 -0.5517
4.8191 -2.2675 3.7487
-3.8898 1.9208 -3.2221
-4.6031 -2.4277 2.8447
3.9790 2.0170 -2.6653
-0.4347 -4.8087 -9.8903
0.4212 2.6820 5.6411
1.0392 0.3128 0.6503
0.4164 0.1677 0.8969
1.3552 0.6226 1.5139
0.9536 -1.0241 -2.7400
-1.6186 1.5906 3.3192
0.0096 0.0599 0.1349
-0.4617 -0.4970 -0.1269
-0.5098 0.2307 -0.4572
-0.3405 0.0938 -0.2929
-0.2102 -0.2245 -0.2340
-0.8108 -0.3076 -0.7718
0.2232 -0.0361 0.0332

Calculated values
Total charge ... +2
Orbital gap (spin up / spin down) ... 7.43 / 5.15 eV
⟨S²⟩ ... 2.03
LUMO (spin up / spin down) ... -8.33 / -12.85 eV
2S+1 ... 3
Max |F| ... 0.214 Eh/bohr

[3]
This record from the OMol25 dataset describes a cluster of 5 separate species, C20H25N5 in total. The level of theory is wB97M-V/def2-TZVPD.

Atoms and positions in Å:
C -11.68688 12.95984 -7.83713
C -10.53324 13.69446 -8.23818
C -9.47590 13.22693 -7.51805
N -9.94719 12.23651 -6.68590
C -11.28587 12.06532 -6.88290
H -12.70049 13.15538 -8.14525
H -10.51857 14.50422 -8.94850
H -8.43050 13.47907 -7.49498
H -9.37246 11.63993 -6.11683
H -11.86414 11.35322 -6.32041
C -8.47046 23.72921 -11.46307
C -7.49962 24.50439 -10.78433
C -7.72768 24.37584 -9.43793
N -8.81450 23.55583 -9.28716
C -9.26793 23.14502 -10.50845
H -8.51575 23.55680 -12.52535
H -6.72564 25.07892 -11.26474
H -7.22908 24.82032 -8.59474
H -9.12748 23.18769 -8.40715
H -10.12092 22.49063 -10.55280
C -11.31325 18.72665 -8.34074
C -11.52158 17.36758 -8.70058
C -11.42005 17.30871 -10.06575
N -11.08764 18.55186 -10.53880
C -11.10231 19.44088 -9.48811
H -11.24212 19.17651 -7.36209
H -11.68747 16.52595 -8.04927
H -11.49914 16.48884 -10.76127
H -11.31082 18.80151 -11.49341
H -10.97501 20.49368 -9.66573
C -11.69122 19.69998 -13.68158
C -12.42395 20.69737 -12.97504
C -13.58215 20.12849 -12.52904
N -13.59411 18.82433 -12.95098
C -12.44244 18.55157 -13.63021
H -10.83933 19.85936 -14.32109
H -12.14222 21.73101 -12.85727
H -14.40005 20.52755 -11.95501
H -14.28109 18.13320 -12.70541
H -12.28176 17.57515 -14.05621
C -11.17104 19.38738 -4.02270
C -10.56099 19.55763 -2.75571
C -10.40186 20.90746 -2.56843
N -10.91576 21.54652 -3.65543
C -11.38447 20.62852 -4.55742
H -11.45450 18.45818 -4.49073
H -10.15431 18.80660 -2.09938
H -9.93298 21.46761 -1.77733
H -10.90340 22.53796 -3.81550
H -11.82508 20.91069 -5.49749

Cartesian forces, eV/Å:
0.0877 0.2911 0.1133
-0.3218 0.2023 -0.1374
0.1118 -0.4870 0.3850
0.2116 -0.0775 -0.1101
-0.2398 0.0632 -0.0590
-0.0011 -0.1637 -0.0964
0.1118 -0.0137 -0.0207
-0.0053 0.1325 -0.1267
-0.0360 0.1228 0.0007
0.0852 -0.0627 0.0412
-0.1607 -0.3950 0.0486
0.0982 0.0636 -0.0046
-0.0836 0.0283 -0.2684
0.1950 0.0558 0.2388
0.0994 0.1066 0.0611
-0.1591 0.1076 -0.0123
0.0490 0.0653 0.1401
0.0107 -0.0659 0.0438
-0.0952 0.0770 -0.0267
0.0428 -0.0561 -0.2409
0.1849 0.5171 0.2011
0.0766 -0.0688 -0.1779
0.3371 -0.0475 -0.0016
-0.9618 0.1073 0.0789
0.1130 -0.4338 -0.3862
-0.1875 -0.2549 0.1077
-0.0244 0.0466 0.0754
-0.0450 -0.0918 0.1138
0.4064 0.2062 -0.0291
0.1125 0.0224 0.0738
-0.4577 0.0556 -0.3038
0.1980 0.2309 -0.1683
-0.1775 -0.2688 0.0406
0.1128 -0.0014 0.2895
-0.0004 -0.1013 -0.2478
0.2503 -0.0887 0.3066
-0.0024 -0.0090 0.0523
0.0285 0.0443 0.0207
-0.0113 0.0996 0.0393
0.0619 0.0379 -0.0338
-0.2511 -0.2879 -0.1560
0.4656 0.2845 0.0402
0.0958 -0.0254 0.1220
-0.1144 0.2521 -0.4407
0.0580 -0.1084 0.1555
0.0696 -0.0082 0.0205
-0.2419 -0.1090 0.0205
-0.0483 -0.0585 0.0602
-0.0098 -0.0486 0.1273
-0.0378 0.1133 0.0299

Calculated values
SMILES string ... c1cc[nH]c1.c1cc[nH]c1.c1cc[nH]c1.c1cc[nH]c1.c1cc[nH]c1
ΔE to the lowest compared entry with this formula, charge and spin ... 49.3 kcal/mol
Orbital gap ... 8.65 eV
LUMO ... 0.59 eV
Max |F| ... 0.019 Eh/bohr

[4]
This record from the OMol25 dataset describes a structure of composition C19H28I2NOP2Sm at a distorted geometry. The level of theory is wB97M-V/def2-TZVPD.

Atoms and positions in Å:
I -3.13082 -5.13517 -0.39351
I -4.87289 -3.29362 -1.04565
Sm -0.66427 -0.75810 -0.03564
P -0.99206 -1.29350 -2.82884
C 0.55736 -1.42884 -3.79750
C -1.83139 -2.83818 -3.31229
H -1.73550 -2.99672 -4.39567
H -1.95346 -0.42524 -4.90705
H -2.88476 -2.78170 -3.00460
H -2.88076 0.09978 -3.46268
H 1.27034 -2.07192 -3.26949
H -1.40260 -3.67362 -2.74563
C -1.87679 -0.06627 -3.87019
H 0.32754 -1.84895 -4.78758
H -1.32726 0.88331 -3.85172
H 1.01223 -0.43666 -3.90360
P -2.68864 -0.58677 1.96253
C -1.33864 -0.66716 3.17051
C -3.62461 0.87984 2.53048
H -4.24818 -2.33672 1.45562
H -4.46004 -1.73166 3.15074
H -3.10083 -2.84447 2.70088
C -3.73535 -2.01167 2.37383
H -4.13972 1.30815 1.65955
H -4.36173 0.58220 3.29093
H -1.49297 0.11151 3.92810
H -0.17259 -0.43705 2.69487
H -2.92929 1.62518 2.94183
H -1.30269 -1.66133 3.62976
C 1.62781 -0.51255 -0.93139
O 2.71476 -0.96178 -1.16557
C 3.91211 0.16303 2.58816
C 3.38725 -1.13089 2.55611
C 1.99919 -1.32207 2.45138
C 1.15124 -0.22924 2.39323
C 1.65996 1.05900 2.42869
C 3.04663 1.26089 2.52469
N 0.94720 0.61118 -0.76462
C 1.55523 1.89247 -0.87870
C 0.72948 3.02086 -0.96379
C 1.32054 4.28673 -1.05330
C 2.72183 4.39943 -1.05046
C 3.52184 3.25780 -0.93271
C 2.93824 1.99195 -0.86625
H 4.98896 0.31554 2.67094
H 4.04974 -1.99636 2.62147
H 1.58039 -2.33452 2.42980
H 0.98561 1.92104 2.39014
H 3.43897 2.27946 2.55844
H -0.35251 2.87900 -0.94802
H 0.70633 5.18381 -1.13531
H 3.18397 5.38437 -1.12594
H 4.60865 3.31676 -0.91074
H 3.55694 1.09942 -0.76426

Cartesian forces, eV/Å:
0.3837 -0.2568 0.1950
-0.4873 0.2955 -0.2127
1.0014 0.0102 0.0225
-0.1813 -0.2532 -1.9494
0.2976 -0.0023 0.4368
-0.1982 -0.1548 0.5325
-0.0763 -0.0055 0.3765
0.0724 0.0376 0.3639
0.2755 0.0062 -0.3631
0.1162 0.0301 -0.2198
-0.0614 0.0354 -0.2886
0.0236 0.0253 -0.3589
-0.1329 0.2508 0.4664
0.0773 0.1769 0.3261
-0.1605 -0.1681 -0.0638
-0.0683 -0.2009 -0.0298
-0.5674 0.3630 0.6488
-0.6819 -0.1965 0.6466
-0.1319 0.1856 -0.5087
-0.0456 0.1457 0.5540
0.2529 -0.2348 -0.1905
-0.2208 0.1556 0.0480
-0.1577 -0.3405 -0.3807
-0.0247 0.0375 0.4263
0.3035 0.1497 -0.2157
0.4118 -0.2434 -0.0936
-0.0800 -0.0126 0.0324
-0.2753 -0.1815 -0.1595
0.3430 0.2395 -0.0236
1.0808 1.0258 0.3804
-1.4586 0.1210 0.0959
-0.3745 -0.0654 0.0146
-0.1582 0.0423 -0.1904
-0.0217 -0.6799 0.0387
1.0856 0.1514 -0.2431
-0.1070 0.6619 0.1134
-0.2905 -0.1590 -0.1180
-0.1162 -1.3038 -0.2361
0.1620 0.4222 -0.0872
0.4244 -0.0195 0.0898
0.3049 -0.3514 -0.0238
-0.2079 -0.1614 0.1182
-0.2180 -0.0914 -0.1550
0.2084 0.4580 0.1204
-0.3302 -0.0456 0.0239
-0.2450 0.2656 -0.0630
0.2861 0.2065 0.1862
0.3027 -0.1904 0.0921
-0.1483 -0.3296 -0.0317
0.2091 0.2022 -0.0852
0.1367 -0.2976 0.0355
-0.1410 -0.2987 0.0274
-0.2596 0.1940 -0.0295
-0.1312 0.3491 -0.0912

Calculated values
Total charge ... +2
Orbital gap (spin up / spin down) ... 6.41 / 6.60 eV
⟨S²⟩ ... 8.78
LUMO (spin up / spin down) ... -7.58 / -7.38 eV
2S+1 ... 6
Max |F| ... 0.038 Eh/bohr

[5]
This record from the OMol25 dataset describes the molecule C14H19NO4S. The level of theory is wB97M-V/def2-TZVPD.

Atoms and positions in Å:
C -1.27587 -3.30763 -1.09570
C -0.36968 -3.16925 0.11953
O 0.14691 -1.84130 0.18971
C 1.47672 -1.65440 -0.02142
O 2.24211 -2.57852 -0.15803
C 1.82589 -0.23507 -0.05291
C 0.91081 0.78542 -0.24129
N -0.44273 0.66949 -0.43472
C -1.25454 1.72795 -0.64312
O -0.85959 2.87727 -0.66890
C -2.72549 1.33871 -0.83284
C -3.59951 2.09423 0.17176
C -3.54387 1.15048 1.37068
C -3.53329 -0.21944 0.69184
O -2.93100 -0.04332 -0.58854
S 1.63823 2.34291 -0.27204
C 3.20682 1.63284 -0.01136
C 4.41475 2.49586 0.09009
C 3.16042 0.27552 0.07399
C 4.38206 -0.55259 0.30315
H -1.72441 -4.29681 -1.10497
H -0.70062 -3.17407 -2.00901
H -2.06494 -2.55858 -1.06724
H 0.46962 -3.86992 0.06892
H -0.92898 -3.33575 1.04511
H -0.85049 -0.26238 -0.41652
H -2.99517 1.55203 -1.87338
H -3.19866 3.08398 0.37602
H -4.61920 2.18378 -0.20308
H -4.38799 1.26671 2.04561
H -2.61904 1.30639 1.92775
H -2.96185 -0.96667 1.24937
H -4.55281 -0.59529 0.54137
H 4.90467 2.35743 1.05415
H 5.13451 2.24044 -0.68797
H 4.14049 3.54162 -0.01673
H 5.12439 -0.34455 -0.46612
H 4.82541 -0.30967 1.26866
H 4.13593 -1.60786 0.27820

Cartesian forces, eV/Å:
0.2494 0.1869 0.3023
-0.0746 -0.6212 -0.1379
-0.0905 0.2360 -0.0010
0.1343 -0.2748 -0.0273
-0.1235 0.0795 -0.0025
-0.2396 0.4484 -0.0280
0.3606 0.1664 0.0117
-0.3046 -0.4176 -0.0275
-0.3537 -0.2964 -0.0497
-0.2918 0.1654 -0.0808
-0.0521 0.4688 -0.1209
0.0887 -0.1119 -0.0627
0.0489 -0.1362 -0.1535
-0.3007 -0.1387 0.4034
0.1006 0.0334 -0.2106
0.7430 -0.4195 0.1499
-0.4886 -0.2364 -0.0775
-0.0064 -0.0611 0.0114
0.0009 0.2944 -0.0437
-0.0009 -0.0578 0.0290
-0.0686 -0.1158 -0.0299
0.0256 -0.0104 -0.0972
-0.0920 0.0269 -0.0418
-0.2144 0.1211 0.0928
0.1115 0.0319 -0.0864
0.0981 0.3162 0.0272
0.0714 0.0013 0.1316
-0.0423 0.0229 -0.0361
0.0128 0.0119 -0.0421
0.0113 0.0009 0.0654
-0.0064 0.0068 0.0523
-0.0509 0.0318 -0.0299
0.1107 0.0077 0.0430
0.0685 0.0764 0.0480
0.0779 0.0645 -0.0375
0.1204 0.1386 0.0075
0.1208 -0.0246 -0.0354
0.1010 -0.0068 0.0677
0.1453 -0.0091 0.0165

Calculated values
SMILES string ... CCOC(=O)c1c(NC(=O)[C@@H]2CCCO2)sc(C)c1C
ΔE to the lowest compared entry with this formula, charge and spin ... 2.7 kcal/mol
Orbital gap ... 8.55 eV
LUMO ... 0.69 eV
Max |F| ... 0.017 Eh/bohr

[6]
This record from the OMol25 dataset describes a structure of composition C12H27CuN3O4SV at a distorted geometry. The level of theory is wB97M-V/def2-TZVPD.

Atoms and positions in Å:
N -1.68139 -0.64010 -0.27776
C -3.79993 -1.36673 0.63503
O -4.78478 -1.84271 1.01971
Cu -2.57349 -2.25733 -0.06933
V -0.27306 0.19784 -0.15736
N -0.03092 1.98512 -0.92323
N 0.86232 -0.84859 -1.24122
C -0.47358 2.32547 -2.27724
C 0.57669 -2.14356 -1.87367
C -0.62017 3.82794 -2.48458
C 0.56761 1.80334 -3.26299
C -1.80447 1.64219 -2.55917
C 0.39069 -3.18013 -0.76641
C 1.71835 -2.62323 -2.76447
C -0.66259 -2.03203 -2.75275
H -1.26785 4.27006 -1.72142
H -1.07030 4.01084 -3.46703
H 0.34462 4.34556 -2.45513
H 1.51761 2.34215 -3.15075
H 0.20545 1.94318 -4.28792
H 0.76512 0.73499 -3.09714
H -1.72028 0.54959 -2.53038
H -2.15085 1.94366 -3.55411
H -2.55294 1.93626 -1.81440
H 1.29258 -3.21738 -0.14217
H 0.19407 -4.16574 -1.20333
H -0.45048 -2.92263 -0.10193
H 2.62509 -2.84470 -2.18994
H 1.94912 -1.88645 -3.54297
H 1.40662 -3.54943 -3.26374
H -0.85443 -3.00422 -3.22234
H -0.50441 -1.28778 -3.54346
H -1.56584 -1.75827 -2.19257
C 0.91484 2.89171 -0.30634
H 1.39730 2.41755 0.55489
H 1.71596 3.19088 -1.00019
H 0.41699 3.80593 0.05780
C 2.26263 -0.53293 -1.02241
H 2.38272 0.27329 -0.29130
H 2.82958 -1.39211 -0.62672
H 2.75537 -0.20155 -1.95216
C 0.76360 1.05808 3.94920
S 1.37002 0.15754 2.52332
O 2.30748 1.02231 1.81974
O 1.83855 -1.14087 2.93026
O 0.03879 0.01883 1.72120
H 1.57446 1.16730 4.67447
H -0.06973 0.49471 4.37658
H 0.42054 2.04364 3.62204

Cartesian forces, eV/Å:
5.6923 4.0045 -1.1029
-8.8209 0.0182 4.2030
2.6722 1.8290 -0.9875
3.4377 -3.3930 -2.0106
-2.8946 -2.3604 2.5802
0.5534 0.4660 -1.5508
0.2213 -0.0765 0.4361
-1.1897 0.1390 0.8880
-0.0114 0.0439 -1.0246
0.3526 0.7777 0.0577
1.4445 -0.5254 -0.5925
-0.4209 -0.4150 -0.0015
-0.0370 -0.2062 0.7001
0.4226 -0.1236 -0.1182
-0.5902 -0.1794 -0.2405
-0.0051 -0.0983 -0.0972
0.1445 -0.1122 0.2405
-0.2066 -0.0363 -0.0778
-0.2084 -0.0728 -0.1313
-0.0486 0.1465 0.3076
-0.2712 0.2873 -0.0624
0.0032 0.2827 -0.1339
0.0584 -0.1039 0.2425
0.0894 0.0127 -0.1973
-0.2765 -0.2079 -0.0298
0.2040 0.2274 -0.0116
0.2244 -0.0104 -0.0494
-0.1564 0.0116 -0.2442
0.0144 -0.1266 0.1051
0.1120 0.2654 0.1496
0.1360 0.2348 0.0028
-0.1022 -0.2121 0.1055
0.3209 0.0084 -0.2638
0.2539 -0.7689 0.4060
-0.2038 -0.0252 0.0449
-0.4151 0.1386 -0.1949
-0.1626 -0.0421 -0.2571
0.3137 0.0970 0.4021
-0.1266 0.0591 -0.0294
-0.2560 0.1185 -0.2402
-0.1886 -0.2318 0.0620
-0.0857 -0.1391 -0.2995
1.1072 0.2155 2.1242
-0.7453 -0.4115 -0.3271
-0.5459 0.7246 -0.7213
-0.0708 0.0660 -1.8031
-0.0551 -0.1450 -0.2332
0.2172 0.0336 -0.0297
0.0992 -0.1843 0.0053

Calculated values
Total charge ... +2
Orbital gap (spin up / spin down) ... 4.71 / 4.67 eV
LUMO (spin up / spin down) ... -11.51 / -11.53 eV
Max |F| ... 0.190 Eh/bohr